C27H54HgN3O3 as an isolated structure in a non-equilibrium geometry. Source: the Open Molecules 2025 dataset; level of theory: ωB97M-V/def2-TZVPD.

```
88
Properties=species:S:1:pos:R:3:forces:R:3:mulliken_charge:R:1
Hg 0.187 -0.748 0.180 -1.11 0.13 -0.51 2.4834
C -2.261 0.015 -4.477 1.19 -1.09 -0.48 -2.0121
C -1.977 1.239 -3.589 -0.85 -1.06 0.20 1.5441
C -3.123 2.225 -3.899 1.60 0.33 -0.75 -1.2120
C -3.088 3.419 -3.002 -0.82 0.27 0.30 -0.6088
C -3.325 2.930 -1.610 0.45 -0.47 0.84 -1.5081
C -2.325 1.823 -1.153 0.39 0.21 0.24 1.7681
N -2.093 0.783 -2.181 -0.65 0.99 0.12 0.2626
O -1.129 -0.165 -1.813 0.88 -0.15 0.18 -0.8868
C -2.990 1.146 0.043 0.33 0.24 -0.12 -1.4396
C -1.049 2.517 -0.613 0.78 -0.01 -0.69 -1.5981
C -0.615 1.786 -3.995 1.16 -0.25 0.94 -1.4436
H -3.216 -0.505 -4.388 -0.42 0.79 0.08 0.3733
H -1.584 -0.828 -4.298 0.35 0.38 0.54 0.3399
H -2.014 0.252 -5.518 -0.55 0.23 -0.13 0.4233
H -4.080 1.706 -3.888 -0.06 0.11 0.08 0.3488
H -2.903 2.637 -4.892 -0.36 -0.56 -0.34 0.4325
H -3.871 4.111 -3.335 0.00 0.14 0.23 0.4006
H -2.150 3.981 -3.037 0.14 -0.24 -0.23 0.3248
H -4.312 2.483 -1.463 -0.20 0.25 -0.36 0.4866
H -3.218 3.757 -0.901 -0.17 -0.10 0.16 0.3796
H -3.799 0.502 -0.300 -0.03 0.00 0.07 0.6014
H -3.364 1.959 0.672 -0.11 -0.23 0.33 0.4417
H -2.272 0.532 0.585 -0.20 -0.02 -0.09 -0.6117
H -0.262 1.819 -0.314 -0.43 -0.27 0.29 -0.2864
H -1.254 3.207 0.207 -0.16 -0.17 0.13 0.5281
H -0.482 3.084 -1.361 -0.47 0.27 -0.21 0.4570
H -0.586 2.294 -4.958 -0.07 -0.13 -0.07 0.3736
H 0.103 0.960 -3.948 -0.18 -0.22 -0.59 0.2642
H -0.137 2.409 -3.234 -0.56 0.53 -0.08 0.2346
C 0.250 -3.758 -0.128 -1.40 0.45 -1.13 -2.2334
C -0.403 -3.655 1.269 1.33 -1.16 0.24 1.6779
C 0.801 -3.822 2.225 0.18 -0.54 -0.06 -0.8972
C 0.459 -3.532 3.661 0.27 1.06 -0.44 -0.7691
C -0.170 -2.146 3.786 -1.04 -0.91 -0.40 -0.6337
C -1.455 -1.987 2.893 0.92 -0.51 0.06 1.8107
N -1.035 -2.358 1.511 1.34 0.90 0.04 1.0091
O -1.929 -1.980 0.464 -0.04 -0.02 0.33 -0.6820
C -1.846 -0.507 2.963 0.46 -0.15 -0.29 -2.3240
C -2.610 -2.840 3.429 -1.06 -0.10 0.19 -1.9706
C -1.342 -4.863 1.389 -0.79 -0.10 0.12 -1.9824
H -0.508 -3.702 -0.916 -0.27 -0.15 0.21 0.3387
H 0.764 -4.706 -0.286 0.21 0.04 0.39 0.4768
H 0.900 -2.932 -0.434 0.48 -0.14 0.59 0.2800
H 1.643 -3.243 1.833 -0.16 0.51 0.32 0.0481
H 1.185 -4.849 2.211 -0.29 -0.16 -0.42 0.4157
H 1.382 -3.493 4.246 -0.11 -0.47 0.24 0.4695
H -0.232 -4.298 4.018 0.16 -0.02 0.30 0.3018
H 0.529 -1.384 3.442 0.16 0.04 0.36 -0.3130
H -0.434 -2.094 4.846 -0.11 0.84 -0.03 0.3578
H -1.989 -0.262 4.017 -0.47 0.02 -0.03 0.6059
H -2.688 -0.274 2.315 -0.21 -0.13 0.38 0.4652
H -1.026 0.149 2.654 0.11 -0.21 -0.18 0.2136
H -3.392 -2.236 3.900 0.24 0.22 0.18 0.4888
H -2.316 -3.582 4.175 0.19 -0.01 -0.07 0.2955
H -3.170 -3.364 2.654 0.30 0.09 -0.26 0.3929
H -2.140 -4.745 0.652 -0.06 -0.05 0.04 0.3649
H -1.815 -4.948 2.367 0.05 0.19 0.02 0.3928
H -0.877 -5.841 1.246 0.40 0.22 -0.34 0.4122
C 2.582 -0.675 -1.748 1.20 0.16 -0.80 -2.3059
C 3.189 0.412 -0.802 -0.52 0.04 -0.57 1.4836
C 3.034 1.761 -1.553 -0.25 -0.83 -0.90 -0.6754
C 3.087 2.986 -0.678 -0.44 0.93 -0.77 -0.8552
C 2.239 2.916 0.570 1.20 0.74 0.53 -0.9634
C 2.552 1.622 1.345 -2.04 0.58 0.11 1.1020
N 2.358 0.464 0.412 -0.09 0.98 -0.02 1.6126
O 2.333 -0.811 1.084 -0.51 0.13 -0.21 -0.8802
C 1.412 1.569 2.384 0.30 -1.08 0.96 -1.6957
C 3.921 1.725 2.002 0.34 -0.98 -0.31 -1.8147
C 4.678 0.007 -0.638 -0.49 -0.80 -0.43 -1.6627
H 3.291 -0.719 -2.586 -0.04 0.02 -0.14 0.5487
H 1.634 -0.444 -2.239 -0.29 0.21 0.57 0.3430
H 2.599 -1.701 -1.380 -0.16 0.20 0.51 0.1631
H 2.158 1.679 -2.208 -0.67 0.31 0.79 -0.1296
H 3.762 1.820 -2.371 0.61 0.00 0.46 0.3648
H 2.714 3.855 -1.231 0.30 -0.01 -0.28 0.4455
H 4.135 3.194 -0.454 -0.03 0.05 0.26 0.3571
H 1.200 3.232 0.455 -0.22 -1.21 -0.61 0.2536
H 2.506 3.777 1.201 0.65 -0.23 0.24 0.3983
H 1.464 2.311 3.186 0.39 0.38 -0.33 0.4944
H 1.454 0.620 2.928 -0.07 -0.09 -0.19 0.2664
H 0.410 1.667 1.961 0.16 -0.05 -0.36 0.1745
H 4.654 1.997 1.244 0.07 0.42 0.23 0.2688
H 4.240 0.730 2.326 -0.18 -0.03 0.21 0.3184
H 3.960 2.400 2.856 -0.13 0.14 -0.11 0.4109
H 5.293 0.506 0.103 -0.22 -0.02 0.13 0.2779
H 5.170 0.096 -1.610 -0.03 0.27 -0.02 0.4215
H 4.624 -1.072 -0.481 0.47 0.05 0.61 0.4040
```
Positions in Å, forces in eV/Å.

For the LUMO energy, the calculation gives 2.8 eV. The calculation puts the HOMO energy at -3.22 eV. The spin multiplicity is 1. The molar mass comes out at 669.34 g/mol. The value obtained for the HOMO-LUMO gap is 6.0 eV. The relative energy (zero: lowest compared OMol25 entry of this formula, charge and spin) is 1.4790 eV. As for the total charge: -1.



C16H24F5N3ORe as an isolated structure in a non-equilibrium geometry. Source: the Open Molecules 2025 dataset; level of theory: ωB97M-V/def2-TZVPD.

```
50
Properties=species:S:1:pos:R:3:forces:R:3:mulliken_charge:R:1
Re 0.153 0.052 0.229 -0.02 0.86 0.63 0.6759
C -0.733 -3.025 -1.070 -0.03 -0.02 -0.04 -1.2037
C -0.391 -2.953 0.400 0.01 0.14 0.27 -0.7151
N -0.632 -1.623 1.101 -0.57 -0.82 0.05 0.1398
C -2.096 -1.277 1.131 0.09 -0.15 -0.07 -0.5473
C -2.246 0.213 1.415 0.02 0.14 -0.04 -1.0561
C -0.133 -1.755 2.524 -0.12 0.02 -0.05 -0.7217
C 1.218 -1.100 2.620 0.21 0.23 -0.04 -0.7275
N 1.078 0.177 1.874 -0.12 0.03 -0.03 0.6623
C 1.646 1.400 2.323 -0.13 -0.48 -0.14 0.0079
C 1.245 2.546 1.646 -0.03 0.19 0.01 0.8443
F 0.333 2.367 0.614 0.19 -0.02 -0.11 -0.3778
C 1.683 3.810 1.956 -0.02 -0.10 -0.03 -0.1429
F 1.239 4.846 1.265 -0.02 0.01 -0.02 -0.2545
C 2.591 3.965 2.988 0.01 0.12 0.00 -0.3313
C 3.021 2.846 3.666 0.01 -0.14 0.02 0.0976
F 3.898 2.960 4.645 0.02 0.00 0.02 -0.2511
C 2.566 1.567 3.348 0.10 0.15 0.05 0.3503
F 3.054 0.530 4.019 0.00 -0.02 0.01 -0.2809
H -0.562 -4.053 -1.388 0.00 0.00 0.00 0.4706
H -0.098 -2.389 -1.680 0.03 0.04 0.01 0.2087
H -1.780 -2.805 -1.275 0.00 0.00 0.00 0.3402
H 0.661 -3.181 0.566 0.01 -0.01 -0.06 0.4355
H -0.983 -3.675 0.968 0.01 -0.04 -0.04 0.5307
H -2.603 -1.887 1.880 -0.01 0.04 0.03 0.5171
H -2.514 -1.518 0.156 0.00 0.05 0.01 0.2017
H -1.877 0.523 2.391 -0.03 -0.03 0.03 0.3707
H -3.292 0.512 1.347 -0.02 -0.04 0.03 0.5326
H -1.820 0.898 0.633 0.08 -0.09 0.01 0.5182
H -0.123 -2.806 2.809 0.05 0.01 -0.02 0.3566
H -0.839 -1.240 3.174 0.05 0.00 0.02 0.3467
H 1.994 -1.678 2.109 0.01 -0.03 0.09 0.2972
H 1.517 -0.968 3.653 -0.05 0.05 0.06 0.6080
H 2.962 4.947 3.253 0.01 0.00 0.01 0.5334
C 1.157 0.789 -3.177 -0.14 0.13 0.03 -1.0914
N -0.182 0.370 -3.601 0.03 -0.05 -0.37 0.1187
C -0.376 0.239 -5.066 0.07 0.00 0.29 -1.2058
C -1.157 0.156 -2.757 -0.12 0.02 0.47 0.6008
C -2.566 -0.076 -3.192 0.03 0.00 -0.04 -1.2143
O -0.961 0.157 -1.487 -0.01 0.00 -0.53 -0.5258
H 1.543 1.467 -3.934 0.05 -0.05 -0.01 0.5256
H 1.820 -0.066 -3.064 0.01 0.03 0.01 0.3137
H 1.094 1.346 -2.243 0.03 -0.05 -0.03 0.2610
H 0.606 0.102 -5.508 -0.02 0.00 -0.05 0.4672
H -0.834 1.140 -5.468 0.00 -0.01 -0.05 0.3559
H -0.978 -0.637 -5.288 -0.01 0.03 -0.05 0.4390
H -2.740 0.072 -4.251 0.01 0.01 0.02 0.5028
H -3.198 0.611 -2.630 -0.01 -0.02 0.00 0.3523
H -2.851 -1.093 -2.916 -0.03 0.00 -0.03 0.2563
F 1.487 -0.806 -0.709 0.38 -0.10 -0.32 -0.5922
```
Positions in Å, forces in eV/Å.

For the LUMO energy (alpha / beta), the calculation gives -8.0 / -7.6 eV. The calculation puts the HOMO energy (alpha / beta) at -15.29 / -15.29 eV. The spin multiplicity is 2. The molar mass comes out at 555.59 g/mol. The value obtained for the HOMO-LUMO gap (alpha / beta) is 7.3 / 7.7 eV. Its expectation value of S² is 0.77. As for the total charge: +2.



A 15-piece molecular cluster, C3H35NO16 overall in a non-equilibrium geometry. Source: the Open Molecules 2025 dataset; level of theory: ωB97M-V/def2-TZVPD.

```
55
Properties=species:S:1:pos:R:3:forces:R:3:mulliken_charge:R:1
O 1.058 0.265 -3.116 0.11 0.44 -1.05 -0.4044
C 1.025 -0.908 -3.387 0.17 0.00 1.59 -0.1663
C 0.601 -1.829 -2.263 0.24 -0.27 -1.07 -1.3092
N -0.181 -1.084 -1.311 -1.23 -1.19 0.82 0.9579
C -0.590 -1.923 -0.208 0.95 0.24 -0.44 0.0219
O 0.550 -2.094 0.638 0.53 -0.43 0.99 -0.3646
H 1.344 -1.323 -4.345 0.03 -0.05 -0.26 0.4004
H 1.487 -2.403 -1.945 0.15 0.50 0.41 0.3375
H -0.022 -2.622 -2.690 0.14 -0.15 0.02 0.8694
H 0.191 -0.226 -0.925 0.86 0.05 -0.53 -0.1141
H -1.321 -1.440 0.431 -0.13 0.24 -0.39 -0.7403
H -0.940 -2.879 -0.595 -0.20 0.02 0.18 0.4950
H 0.910 -2.985 0.705 -0.35 -0.20 -0.38 0.2037
H -3.103 -1.923 0.608 -0.15 -0.41 0.43 0.3058
H -4.224 -2.622 -0.236 0.11 -0.12 0.29 0.2953
O -3.670 -1.842 -0.151 -0.24 0.47 -0.74 -0.5679
H 4.154 -0.065 -0.562 0.29 -0.09 -0.13 0.2867
H 3.216 -1.151 -0.315 -0.42 -0.47 0.83 0.3701
O 3.709 -0.777 -1.034 0.40 0.59 -0.94 -0.6501
H 2.083 -1.387 1.570 -0.06 0.43 0.31 0.4210
H 3.117 -0.614 2.450 -0.39 -0.08 0.36 0.2793
O 2.962 -1.008 1.595 0.82 -0.03 -1.13 -0.5988
H 2.335 1.261 -0.780 0.45 -0.42 -0.26 0.2556
H 1.905 1.007 0.681 0.23 0.08 -0.12 0.3187
O 1.586 1.283 -0.194 -0.76 0.24 0.37 -0.4520
H -2.548 3.216 -0.460 -0.05 -0.03 -0.29 0.2822
H -2.094 4.525 0.217 0.03 -0.04 0.00 0.3438
O -2.752 3.820 0.260 0.09 -0.13 0.23 -0.6515
H 1.236 -2.462 2.707 -0.05 0.17 -0.18 0.3882
H 1.236 -2.956 4.056 0.31 0.05 0.29 0.2795
O 1.874 -2.682 3.385 -0.01 -0.73 0.34 -0.6234
H -2.610 -1.113 -3.471 -0.13 0.22 0.27 0.3186
H -1.400 -1.918 -2.924 -0.91 0.52 -0.10 0.2931
O -2.106 -1.917 -3.585 0.33 -0.49 -0.32 -0.6879
H -1.393 -1.509 3.985 0.12 0.10 0.49 0.3886
H -0.644 -1.409 2.706 0.47 -0.02 -0.09 0.1955
O -0.523 -1.702 3.617 -0.81 -0.15 -0.28 -0.6434
H -1.435 0.565 -1.957 -0.47 -0.21 0.60 0.0351
H -0.925 1.926 -1.939 0.12 0.58 0.35 0.5594
O -1.592 1.393 -1.470 0.28 -0.14 -0.81 -0.7185
H -1.723 1.822 1.036 -0.14 0.08 0.42 0.2623
H -0.676 1.070 0.324 0.00 0.11 0.32 0.0304
O -1.039 1.160 1.227 0.22 -0.05 -0.63 -0.3005
H 0.269 2.429 -3.515 -0.38 0.35 -0.09 0.3262
H 1.279 2.532 -2.496 -0.07 0.19 0.58 0.3081
O 0.412 2.915 -2.688 0.38 -0.37 -0.65 -0.6792
H 1.051 4.809 -0.467 0.21 0.48 0.27 0.3075
H -0.213 4.295 -0.942 -0.29 0.28 -0.24 0.3273
O 0.143 5.117 -0.573 0.07 -0.78 -0.06 -0.6444
H -2.082 0.008 2.856 -0.48 0.01 -0.26 0.2354
H -1.435 1.213 3.306 -0.12 0.29 0.34 0.3580
O -2.129 0.612 3.599 0.01 0.04 0.18 -0.6492
H 1.432 1.368 3.573 0.43 -0.04 0.03 0.3206
H 0.643 1.099 2.349 0.09 -0.02 -0.39 0.2344
O 1.563 1.065 2.666 -0.80 0.33 0.53 -0.6471
```
Positions in Å, forces in eV/Å.

For the LUMO energy, the calculation gives -0.1 eV. The calculation puts the HOMO energy at -10.54 eV. The spin multiplicity is 1. The molar mass comes out at 341.30 g/mol. The value obtained for the HOMO-LUMO gap is 10.5 eV. The relative energy (zero: lowest compared OMol25 entry of this formula, charge and spin) is 4.9616 eV. As for the total charge: 0.



In eV, the DFT total energy values for the records above are, in order, -43656.5197, -39200.3809, -37928.4227.